C26H25F6MoN4O6P2S3 | ωB97M-V/def2-TZVPD

Last column: Löwdin charge in e.
Positions of all 73 atoms, in Å:
Mo  0.183  0.096  -0.965  1.22
N  0.342  -3.060  -0.583  -0.03
P  -0.244  -2.125  -1.931  0.98
C  0.576  -3.048  -3.248  -0.34
C  1.972  -3.130  -3.224  -0.14
C  2.644  -3.901  -4.154  -0.06
C  1.934  -4.598  -5.123  -0.04
C  0.549  -4.543  -5.138  -0.04
C  -0.131  -3.783  -4.200  -0.06
C  -2.013  -2.489  -1.964  -0.36
C  -2.789  -2.227  -3.093  -0.12
C  -4.160  -2.418  -3.051  -0.04
C  -4.770  -2.856  -1.885  -0.04
C  -4.008  -3.098  -0.752  -0.05
C  -2.636  -2.910  -0.788  -0.09
C  0.610  -2.527  0.605  -0.34
C  1.107  -3.441  1.639  0.05
C  1.233  -3.051  2.903  0.06
C  0.738  -1.708  3.295  -0.22
C  0.448  -0.771  2.109  -0.46
N  0.452  -1.218  0.770  0.00
H  0.482  -4.055  -0.711  0.15
H  2.546  -2.617  -2.465  0.05
H  3.723  -3.965  -4.120  0.12
H  2.460  -5.196  -5.853  0.12
H  -0.010  -5.105  -5.873  0.12
H  -1.210  -3.790  -4.210  0.10
H  -2.343  -1.851  -4.002  0.11
H  -4.753  -2.216  -3.932  0.12
H  -5.841  -3.005  -1.859  0.12
H  -4.480  -3.433  0.161  0.12
H  -2.063  -3.101  0.111  0.09
H  1.387  -4.433  1.313  0.13
H  1.640  -3.697  3.669  0.15
H  -0.146  -1.770  3.934  0.19
H  -0.743  0.706  1.753  0.08
O  2.037  1.383  0.739  -0.40
S  1.017  2.425  0.943  0.55
O  1.189  3.685  0.299  -0.23
O  -0.279  1.765  0.558  -0.43
C  1.058  2.667  2.689  -0.24
C  0.616  3.846  3.252  0.00
C  0.727  4.024  4.630  0.00
C  1.273  3.030  5.423  -0.01
C  1.706  1.832  4.861  -0.01
C  1.602  1.667  3.491  -0.25
S  2.112  0.119  2.780  1.04
O  3.490  -0.023  2.465  -0.21
O  1.750  -0.927  3.964  -0.17
O  -0.571  0.026  2.450  0.09
H  0.209  4.626  2.623  0.14
H  0.390  4.949  5.077  0.13
H  1.363  3.176  6.490  0.13
H  2.112  1.052  5.488  0.13
F  -1.877  0.374  -1.130  -0.34
P  -2.173  1.604  -2.438  0.27
F  -1.903  0.390  -3.429  -0.12
F  -0.399  1.647  -2.300  -0.34
F  -2.190  2.671  -1.288  -0.07
F  -2.133  2.653  -3.577  -0.04
F  -3.691  1.315  -2.347  -0.04
S  2.171  -0.013  -2.130  0.71
C  2.802  1.589  -2.494  -0.66
N  2.244  2.770  -2.372  0.07
C  3.158  3.850  -2.760  -0.07
C  4.371  3.078  -3.318  -0.08
N  4.023  1.690  -2.998  0.05
H  1.348  2.940  -1.948  0.11
H  3.409  4.447  -1.884  0.13
H  2.690  4.488  -3.506  0.13
H  5.302  3.359  -2.830  0.13
H  4.480  3.199  -4.395  0.13
H  4.586  0.888  -3.224  0.15

LUMO (alpha / beta), eV: -6.73 / -6.61
Charge: +2
<S²>: 0.80
Energy above the lowest of the compared OMol25 structures with the same formula, charge and spin, eV: 0.000
Orbital gap (alpha / beta), eV: 7.38 / 7.15
Strongest force on any atom, eV/Å: 0.74
Total energy, a.u.: -4220.612262
Spin multiplicity: 2